# C26H20AlN3O5S6

A molecular structure, C26H20AlN3O5S6 in a non-equilibrium geometry (ωB97M-V with the def2-TZVPD basis set, the OMol25 dataset).

Each line ends with the natural charge from an NBO analysis.
Positions of all 61 atoms, in Å:
Al  -0.105  1.312  -0.092  1.563
O  6.477  3.652  0.844  -0.641
C  5.323  3.285  0.733  0.163
S  4.039  4.257  0.029  0.306
C  2.737  3.078  0.160  -0.390
C  3.074  1.879  0.672  -0.397
S  2.001  0.525  0.863  -0.326
S  4.757  1.672  1.140  0.303
S  1.170  3.544  -0.416  -0.338
C  0.613  -4.557  -5.715  -0.621
C  0.831  -3.215  -5.064  -0.040
C  1.102  -3.115  -3.702  -0.234
C  1.265  -1.880  -3.095  -0.118
C  1.165  -0.723  -3.854  -0.342
C  0.896  -0.802  -5.210  -0.184
C  0.732  -2.045  -5.810  -0.236
S  1.345  0.867  -3.033  2.372
O  1.170  1.841  -4.090  -0.993
O  2.611  0.824  -2.359  -0.945
N  0.144  0.823  -1.996  -1.101
C  -1.158  0.888  -2.670  -0.352
C  -2.188  1.577  -1.781  0.813
O  -3.342  1.705  -2.154  -0.681
O  -1.723  1.998  -0.645  -0.876
H  1.062  -5.359  -5.127  0.207
H  1.046  -4.583  -6.717  0.203
H  -0.454  -4.773  -5.813  0.208
H  1.178  -4.019  -3.106  0.198
H  1.462  -1.794  -2.032  0.244
H  0.819  0.117  -5.775  0.237
H  0.518  -2.106  -6.872  0.191
H  -1.550  -0.102  -2.932  0.199
H  -1.108  1.481  -3.587  0.231
C  -0.752  -0.487  0.592  -0.432
C  -0.865  -1.550  1.177  -0.121
C  -0.957  -2.782  1.895  -0.109
C  -1.913  -3.754  1.580  -0.205
C  -1.982  -4.940  2.294  -0.221
C  -1.101  -5.187  3.338  -0.252
C  -0.143  -4.232  3.659  -0.236
C  -0.069  -3.046  2.948  -0.147
H  -2.600  -3.562  0.766  0.216
H  -2.729  -5.681  2.032  0.196
H  -1.155  -6.115  3.894  0.194
H  0.557  -4.415  4.465  0.199
H  0.686  -2.305  3.178  0.219
N  -2.877  5.034  5.267  -0.768
C  -1.911  4.094  5.404  0.125
S  -1.339  3.713  6.908  -0.181
C  -1.427  3.481  4.144  -0.117
C  -1.756  4.012  2.895  -0.205
C  -1.334  3.373  1.748  0.087
N  -0.617  2.249  1.774  -0.471
C  -0.282  1.742  2.958  0.085
C  -0.655  2.327  4.157  -0.207
H  -3.318  5.327  6.123  0.400
H  -3.445  5.035  4.435  0.392
H  -2.305  4.937  2.790  0.195
H  -1.571  3.757  0.767  0.250
H  0.317  0.841  2.919  0.251
H  -0.366  1.882  5.098  0.237

Properties
Max |F| = 0.025 hartree/bohr
Charge = -2
LUMO level = 3.11 eV